Model 1:
{
  "formula": "C5H7N",
  "method": "ωB97M-V/def2-TZVPD",
  "homo_ev": [-8.3, -8.2],
  "gap_ev": [7.757, 7.750],
  "species": ["C", "C", "C", "N", "C", "C", "H", "H", "H", "H", "H", "H", "H"],
  "coordinates": [[-0.87, 1.79, 0.02], [-0.94, -1.46, 0.27], [-0.38, 0.88, -0.80], [0.73, 0.01, -0.58], [1.23, -0.29, 0.71], [0.47, -1.36, -0.05], [-0.53, 1.89, 1.05], [-1.71, 2.41, -0.28], [-1.36, -2.27, -0.35], [-0.79, 0.75, -1.80], [0.75, 0.15, 1.59], [2.31, -0.38, 0.76], [1.06, -2.13, -0.55]]
}

Model 2:
{
  "formula": "C5H7N",
  "method": "ωB97M-V/def2-TZVPD",
  "homo_ev": -9.0,
  "gap_ev": 9.291,
  "species": ["C", "C", "C", "C", "C", "N", "H", "H", "H", "H", "H", "H", "H"],
  "coordinates": [[-0.12, -0.04, -1.50], [0.35, 0.63, -0.22], [-0.65, 0.71, 0.94], [1.01, -0.12, 0.87], [0.81, -1.55, 0.89], [0.82, -2.70, 0.95], [0.74, -0.27, -2.14], [-0.79, 0.61, -2.07], [-0.63, -0.99, -1.28], [0.82, 1.60, -0.41], [-1.53, 0.07, 0.83], [-0.84, 1.72, 1.30], [0.01, 0.33, 1.85]]
}

Model 3:
{
  "formula": "C5H7N",
  "method": "ωB97M-V/def2-TZVPD",
  "homo_ev": -9.0,
  "gap_ev": 9.017,
  "species": ["N", "C", "C", "C", "C", "C", "H", "H", "H", "H", "H", "H", "H"],
  "coordinates": [[2.40, -0.08, 1.58], [1.72, -0.20, 0.65], [0.82, -0.31, -0.52], [-0.52, -0.93, -0.10], [-1.20, 0.35, 0.38], [0.28, 1.03, -1.05], [1.35, -0.86, -1.31], [-1.03, -1.31, -0.99], [-0.45, -1.73, 0.64], [-2.29, 0.36, 0.42], [-0.77, 0.75, 1.31], [0.71, 1.87, -0.46], [-1.02, 1.07, -0.56]]
}

On energetic grounds, model 2 is preferred over the next structure by 16.4 kcal/mol.

Model 1:
{
  "formula": "C5H7N",
  "method": "ωB97M-V/def2-TZVPD",
  "homo_ev": -7.9,
  "gap_ev": 9.004,
  "smiles": "Cc1cc[nH]c1",
  "species": ["C", "C", "C", "N", "C", "C", "H", "H", "H", "H", "H", "H", "H"],
  "coordinates": [[-1.36, 0.74, -1.15], [-0.36, 0.27, -0.13], [0.89, 0.78, 0.13], [1.63, -0.19, 0.78], [0.84, -1.28, 0.99], [-0.44, -0.95, 0.58], [-2.15, 1.35, -0.72], [-0.86, 1.31, -1.95], [-1.83, -0.12, -1.65], [1.10, 1.84, 0.24], [2.63, -0.15, 0.91], [1.27, -2.28, 1.00], [-1.37, -1.32, 0.98]]
}

Model 2:
{
  "formula": "C5H7N",
  "method": "ωB97M-V/def2-TZVPD",
  "homo_ev": -8.9,
  "gap_ev": 10.098,
  "smiles": "C1=C[C@H]2N[C@H]2C1",
  "species": ["C", "C", "C", "C", "N", "C", "H", "H", "H", "H", "H", "H", "H"],
  "coordinates": [[0.49, -1.13, 0.09], [1.21, -0.01, -0.63], [0.56, 1.15, -0.52], [-0.63, 1.01, 0.38], [-1.73, 0.10, 0.02], [-0.63, -0.41, 0.83], [1.13, -1.74, 0.73], [0.06, -1.82, -0.66], [2.13, -0.16, -1.19], [0.84, 2.08, -0.99], [-0.93, 1.84, 1.02], [-1.64, -0.22, -0.94], [-0.86, -0.69, 1.85]]
}

Model 3:
{
  "formula": "C5H7N",
  "method": "ωB97M-V/def2-TZVPD",
  "homo_ev": -8.9,
  "gap_ev": 9.984,
  "smiles": "C=C=NCC=C",
  "species": ["N", "C", "C", "C", "C", "C", "H", "H", "H", "H", "H", "H", "H"],
  "coordinates": [[-1.43, -0.67, -0.55], [-0.41, -1.25, -0.90], [0.66, -1.88, -1.30], [-0.07, 0.63, 1.09], [-1.34, 0.54, 0.29], [1.00, 1.33, 0.71], [1.17, -1.58, -2.21], [1.08, -2.69, -0.70], [-0.02, 0.01, 1.99], [-2.22, 0.54, 0.94], [-1.43, 1.40, -0.38], [0.99, 1.92, -0.21], [1.92, 1.32, 1.27]]
}

Model 4:
{
  "formula": "C5H7N",
  "method": "ωB97M-V/def2-TZVPD",
  "homo_ev": -8.5,
  "gap_ev": 9.653,
  "smiles": "Cn1cccc1",
  "species": ["C", "N", "C", "C", "C", "C", "H", "H", "H", "H", "H", "H", "H"],
  "coordinates": [[0.49, 1.62, -0.05], [0.73, 0.22, 0.29], [-0.22, -0.28, 1.19], [-0.92, -1.29, 0.60], [-0.39, -1.45, -0.73], [0.62, -0.56, -0.86], [0.48, 2.25, 0.84], [-0.49, 1.66, -0.54], [1.25, 1.97, -0.76], [-0.31, 0.16, 2.17], [-1.74, -1.84, 1.05], [-0.75, -2.12, -1.49], [1.25, -0.32, -1.71]]
}

On energetic grounds, model 4 is preferred over the next structure by 7.3 kcal/mol.

Model 1:
{
  "formula": "C5H7N",
  "method": "ωB97M-V/def2-TZVPD",
  "homo_ev": -8.0,
  "gap_ev": 9.017,
  "smiles": "Cc1ccc[nH]1",
  "species": ["C", "C", "C", "C", "C", "N", "H", "H", "H", "H", "H", "H", "H"],
  "coordinates": [[-1.26, -0.28, -1.44], [-0.34, -0.03, -0.25], [0.02, -0.94, 0.71], [1.14, -0.44, 1.50], [1.36, 0.84, 1.03], [0.39, 1.10, -0.06], [-2.10, 0.41, -1.54], [-0.70, -0.25, -2.38], [-1.68, -1.30, -1.39], [-0.75, -1.63, 1.02], [1.68, -1.04, 2.27], [2.03, 1.66, 1.29], [0.20, 1.85, -0.75]]
}

Model 2:
{
  "formula": "C5H7N",
  "method": "ωB97M-V/def2-TZVPD",
  "homo_ev": -9.0,
  "gap_ev": 9.775,
  "species": ["N", "C", "C", "C", "C", "C", "H", "H", "H", "H", "H", "H", "H"],
  "coordinates": [[-2.89, 0.60, 0.78], [-2.08, 0.14, 0.09], [-0.99, -0.43, -0.70], [0.25, -0.43, 0.19], [0.63, 0.90, 0.91], [1.55, -0.27, -0.44], [-0.82, 0.18, -1.59], [-1.29, -1.43, -1.05], [0.25, -1.25, 0.91], [0.85, 0.94, 2.00], [0.58, 1.96, 0.60], [1.57, 0.00, -1.51], [2.39, -0.93, -0.20]]
}

Model 3:
{
  "formula": "C5H7N",
  "method": "ωB97M-V/def2-TZVPD",
  "homo_ev": [-8.2, -8.1],
  "gap_ev": [7.614, 7.172],
  "smiles": "C=CC#N.C=C",
  "species": ["N", "C", "C", "C", "C", "C", "H", "H", "H", "H", "H", "H", "H"],
  "coordinates": [[-2.82, -0.61, -1.06], [-1.68, -0.49, -1.19], [-0.25, -0.37, -1.30], [0.43, 0.74, -0.87], [0.80, 0.50, 1.23], [0.20, -0.72, 1.28], [0.16, -1.05, -2.03], [1.35, 0.98, -1.40], [-0.13, 1.65, -0.65], [1.84, 0.55, 1.52], [0.26, 1.33, 1.66], [-0.87, -0.86, 1.44], [0.77, -1.64, 1.41]]
}

On energetic grounds, model 1 is preferred over the next structure by 51.7 kcal/mol.

Model 1:
{
  "formula": "C5H7N",
  "method": "ωB97M-V/def2-TZVPD",
  "homo_ev": -8.8,
  "gap_ev": 10.017,
  "species": ["C", "C", "C", "C", "N", "C", "H", "H", "H", "H", "H", "H", "H"],
  "coordinates": [[0.43, -1.18, 0.12], [1.12, 0.10, -0.28], [-0.01, 1.00, -0.77], [0.21, 0.91, 0.69], [-1.44, 0.32, -0.51], [-0.75, -0.30, 0.61], [0.93, -1.65, 0.97], [0.26, -1.90, -0.69], [2.16, 0.15, -0.63], [0.33, 1.90, -1.32], [0.14, 1.73, 1.39], [-2.02, -0.39, -1.01], [-1.35, -0.69, 1.43]]
}

Model 2:
{
  "formula": "C5H7N",
  "method": "ωB97M-V/def2-TZVPD",
  "homo_ev": -8.0,
  "gap_ev": 9.054,
  "species": ["C", "C", "C", "C", "N", "C", "H", "H", "H", "H", "H", "H", "H"],
  "coordinates": [[0.60, 0.85, 0.88], [-0.77, 0.19, 0.88], [-0.18, 0.79, -0.38], [-0.04, -0.44, -1.25], [0.16, -1.50, -0.26], [-0.48, -1.27, 0.91], [0.64, 1.81, 1.39], [1.49, 0.23, 1.05], [-1.57, 0.64, 1.46], [-0.56, 1.70, -0.81], [0.66, -0.46, -2.08], [1.08, -1.89, -0.12], [-1.04, -0.64, -1.66]]
}

Model 3:
{
  "formula": "C5H7N",
  "method": "ωB97M-V/def2-TZVPD",
  "homo_ev": -8.7,
  "gap_ev": 9.912,
  "smiles": "C1[C@@H]2[C@H]1[C@@H]1N[C@H]21",
  "species": ["C", "C", "C", "C", "N", "C", "H", "H", "H", "H", "H", "H", "H"],
  "coordinates": [[-0.47, -1.11, 0.72], [0.50, -0.84, -0.36], [-0.90, -0.24, -0.43], [-0.27, 1.17, -0.45], [0.51, 1.50, 0.71], [1.08, 0.60, -0.30], [-0.92, -2.10, 0.66], [-0.31, -0.78, 1.75], [1.01, -1.64, -0.90], [-1.80, -0.47, -0.99], [-0.59, 1.95, -1.14], [0.17, 1.06, 1.56], [1.99, 0.89, -0.81]]
}

Model 4:
{
  "formula": "C5H7N",
  "method": "ωB97M-V/def2-TZVPD",
  "homo_ev": -8.2,
  "gap_ev": 8.762,
  "species": ["C", "C", "C", "N", "C", "C", "H", "H", "H", "H", "H", "H", "H"],
  "coordinates": [[2.27, 0.29, 0.38], [-0.01, 0.39, -0.14], [-0.71, -0.67, -0.45], [-2.09, -0.76, -0.09], [-2.79, 0.36, 0.01], [1.04, 1.13, 0.08], [2.25, -0.17, 1.37], [2.32, -0.51, -0.37], [3.16, 0.89, 0.29], [-0.30, -1.45, -1.10], [-2.46, -1.71, 0.00], [-3.82, 0.06, 0.28], [1.14, 2.16, -0.27]]
}

On energetic grounds, model 2 is preferred over the next structure by 2.2 kcal/mol.

Model 1:
{
  "formula": "C5H7N",
  "method": "ωB97M-V/def2-TZVPD",
  "homo_ev": -9.8,
  "gap_ev": 10.995,
  "smiles": "C#CC/N=C/C",
  "species": ["C", "C", "N", "C", "C", "C", "H", "H", "H", "H", "H", "H", "H"],
  "coordinates": [[-1.92, -1.03, 0.83], [-1.08, -0.17, -0.07], [-0.20, 0.60, 0.40], [0.70, 1.24, -0.55], [2.01, 0.58, -0.41], [3.03, -0.03, -0.23], [-1.59, -0.90, 1.86], [-2.99, -0.78, 0.75], [-1.80, -2.08, 0.54], [-1.23, -0.29, -1.16], [0.79, 2.30, -0.32], [0.35, 1.15, -1.60], [3.92, -0.59, -0.05]]
}

Model 2:
{
  "formula": "C5H7N",
  "method": "ωB97M-V/def2-TZVPD",
  "homo_ev": -8.1,
  "gap_ev": 9.101,
  "smiles": "Cc1ccc[nH]1",
  "species": ["C", "C", "C", "C", "C", "N", "H", "H", "H", "H", "H", "H", "H"],
  "coordinates": [[1.90, 0.01, -0.07], [0.42, 0.06, 0.00], [-0.42, 1.13, 0.06], [-1.74, 0.61, -0.06], [-1.70, -0.75, -0.07], [-0.37, -1.07, -0.10], [2.33, -0.65, 0.69], [2.24, -0.34, -1.05], [2.31, 1.01, 0.09], [-0.15, 2.18, 0.16], [-2.28, 1.32, 0.66], [-2.50, -1.50, -0.13], [-0.03, -2.01, -0.16]]
}

Model 3:
{
  "formula": "C5H7N",
  "method": "ωB97M-V/def2-TZVPD",
  "homo_ev": -8.7,
  "gap_ev": 9.824,
  "smiles": "C#C[C@@H]1CN1C",
  "species": ["C", "N", "C", "C", "C", "C", "H", "H", "H", "H", "H", "H", "H"],
  "coordinates": [[1.36, 0.88, -0.93], [0.58, -0.11, -0.25], [-0.31, -1.08, -0.80], [-0.79, 0.21, 0.01], [-1.12, -0.04, 1.41], [-1.31, -0.39, 2.54], [1.54, 1.64, -0.16], [0.95, 1.39, -1.82], [2.30, 0.38, -1.17], [-0.24, -1.39, -1.86], [-0.36, -1.97, -0.17], [-1.11, 1.20, -0.35], [-1.50, -0.73, 3.54]]
}

On energetic grounds, model 2 is preferred over the next structure by 34.1 kcal/mol.

Model 1:
{
  "formula": "C2H10N2O",
  "method": "ωB97M-V/def2-TZVPD",
  "s_squared": 0.76,
  "total_charge": 1,
  "homo_ev": [-13.6, -13.6],
  "spin_multiplicity": 2,
  "gap_ev": [9.693, 4.356],
  "species": ["N", "C", "C", "N", "H", "H", "H", "H", "H", "H", "H", "H", "H", "H", "O"],
  "coordinates": [[-2.25, 0.50, -1.23], [-0.90, -0.15, -0.97], [0.13, 0.65, -0.24], [1.29, -0.08, 0.28], [-2.26, 1.43, -1.48], [-2.77, -0.07, -1.87], [-0.48, -0.24, -2.20], [-0.97, -1.21, -0.66], [0.38, 1.54, -0.91], [-0.29, 1.21, 0.70], [1.89, 0.60, 0.81], [1.64, -0.83, -0.37], [1.38, -1.22, 1.98], [1.28, -0.87, 3.36], [1.93, -1.27, 2.81]]
}

Model 2:
{
  "formula": "C2H10N2O",
  "method": "ωB97M-V/def2-TZVPD",
  "s_squared": 0.76,
  "total_charge": 1,
  "homo_ev": [-15.5, -14.1],
  "spin_multiplicity": 2,
  "gap_ev": [12.176, 4.954],
  "species": ["N", "C", "C", "N", "H", "H", "H", "H", "H", "H", "H", "H", "H", "H", "O"],
  "coordinates": [[-0.89, -0.11, -0.93], [-0.92, -0.52, 0.43], [0.48, -0.44, 1.05], [0.51, 0.28, 2.32], [-1.49, -0.66, -1.55], [0.04, -0.09, -1.31], [-1.41, -1.48, 0.58], [-1.46, 0.18, 1.12], [0.69, -1.54, 1.32], [1.29, -0.11, 0.38], [1.36, 0.01, 2.81], [0.26, 1.27, 2.23], [1.05, 0.71, -2.26], [-0.19, 1.43, -3.10], [0.70, 1.08, -3.07]]
}

On energetic grounds, model 2 is preferred over the next structure by 10.3 kcal/mol.

Model 1:
{
  "formula": "C3H3NO2",
  "method": "ωB97M-V/def2-TZVPD",
  "homo_ev": -9.7,
  "gap_ev": 9.245,
  "smiles": "N#CC(O)=C=O.[H][H]",
  "species": ["O", "C", "C", "O", "C", "N", "H", "H", "H"],
  "coordinates": [[-1.23, -1.37, -1.10], [-0.42, -0.46, -0.45], [0.03, -0.83, 0.75], [0.41, -1.22, 1.78], [-0.18, 0.83, -0.99], [0.01, 1.88, -1.44], [-0.68, -1.94, -1.65], [0.68, 1.68, 1.58], [1.38, 1.44, 1.51]]
}

Model 2:
{
  "formula": "C3H3NO2",
  "method": "ωB97M-V/def2-TZVPD",
  "homo_ev": -11.9,
  "gap_ev": 11.970,
  "smiles": "COC(=O)C#N",
  "species": ["C", "O", "C", "O", "C", "N", "H", "H", "H"],
  "coordinates": [[-1.40, -0.21, 0.19], [-0.04, -0.57, -0.06], [0.85, 0.36, -0.39], [0.66, 1.45, -0.86], [2.17, -0.17, 0.01], [3.14, -0.62, 0.44], [-1.79, -1.08, 0.72], [-1.44, 0.67, 0.82], [-1.95, -0.05, -0.74]]
}

Model 3:
{
  "formula": "C3H3NO2",
  "method": "ωB97M-V/def2-TZVPD",
  "homo_ev": [-7.5, -7.5],
  "gap_ev": [7.172, 7.171],
  "species": ["O", "C", "C", "O", "C", "N", "H", "H", "H"],
  "coordinates": [[1.93, -0.18, 0.25], [0.71, 0.03, -0.32], [0.04, 1.31, -0.29], [-1.18, 1.34, -0.13], [-1.41, -1.21, 0.32], [-0.25, -1.09, 0.21], [2.05, -1.12, 0.10], [0.57, 2.28, -0.51], [-2.47, -1.36, 0.37]]
}

On energetic grounds, model 2 is preferred over the next structure by 47.4 kcal/mol.